19
Properties=species:S:1:pos:R:3 method="wB97M-V/def2-TZVPD" smiles="[H]/N=C1/CC=C[C@@](S)([N+](=O)[O-])C1" relative_energy_ev=4.202 energy_ha=-891.4860 spin_multiplicity=1 orbital_gap_ev=10.0239
C 0.696 -0.096 1.628
C 1.042 0.704 0.629
C -1.300 -0.769 0.367
C -0.412 -1.094 1.530
C -0.537 -0.523 -0.915
C 0.420 0.634 -0.718
N -2.537 -0.682 0.543
N 1.732 0.417 -1.684
O 2.152 -0.705 -1.716
O 2.158 1.387 -2.229
S -0.241 2.258 -1.263
H 1.212 -0.036 2.575
H 1.821 1.445 0.743
H 0.016 -2.093 1.390
H -1.000 -1.110 2.448
H 0.049 -1.418 -1.149
H -1.217 -0.316 -1.745
H -3.092 -0.437 -0.274
H -0.963 2.432 -0.162